Run A
The following is a quantum chemistry calculation of a gas-phase ion, C3H11N2 (charge +2), from OMol25.

Results
LUMO level (spin up / spin down): -8.0 / -14.1 eV
M: 75.1 g/mol
2S+1: 2
charge: +2
gap between HOMO and LUMO (spin up / spin down): 0.521 / 0.298 Eh

Each atom is followed by the atoms it is bonded to, with distances in Å.
Element x y z (Å)
1 N -1.2410 1.3743 -0.7556  C2 1.494, H7 1.031, H8 1.032
2 C -0.5793 0.2753 -1.5216  N1 1.494, C3 1.550, H9 1.093, H10 1.089
3 C 0.1794 -0.7217 -0.6098  C2 1.550, N4 1.555, H11 1.088, H12 1.086
4 N 0.9159 -0.0560 0.5876  C3 1.555, C5 1.532, H6 1.020, H13 1.017
5 C 0.5980 -0.7343 1.9237  N4 1.532, H14 1.093, H15 1.090, H16 1.079
6 H 1.9073 0.0079 0.3556  N4 1.020
7 H -2.2424 1.2593 -0.9707  N1 1.031
8 H -0.9851 2.3488 -0.9783  N1 1.032
9 H 0.0813 0.7571 -2.2471  C2 1.093
10 H -1.3875 -0.2917 -1.9812  C2 1.089
11 H 0.9552 -1.2638 -1.1470  C3 1.088
12 H -0.4707 -1.4440 -0.1259  C3 1.086
13 H 0.5472 0.8857 0.6951  N4 1.017
14 H 1.4944 -0.4590 2.4844  C5 1.093
15 H -0.1338 -0.1588 2.4906  C5 1.090
16 H 0.3610 -1.7792 1.8003  C5 1.079

Charges computed using Löwdin, reported in e: 0.351 -0.067 -0.038 0.031 0.056 0.189 0.179 0.186 0.165 0.159 0.155 0.133 0.149 0.122 0.118 0.113

***

Run B
The following is a quantum chemistry calculation of 2 unconnected molecules or ions with the total composition C3H11N2, from OMol25.

Results
LUMO level (spin up / spin down): -7.2 / -14.4 eV
M: 75.1 g/mol
2S+1: 2
charge: +2
gap between HOMO and LUMO (spin up / spin down): 0.453 / 0.187 Eh

Each atom is followed by the atoms it is bonded to, with distances in Å.
Element x y z (Å)
1 C 2.4959 -0.3651 0.2932  C2 1.578, H3 1.109, H4 1.098, H5 1.102
2 C 2.5423 0.5242 -1.0100  C1 1.578, H6 1.101, H7 1.086, H8 1.128
3 H 3.0496 -1.2660 -0.0408  C1 1.109
4 H 1.5584 -0.7873 0.6782  C1 1.098
5 H 2.9605 0.2909 1.0474  C1 1.102
6 H 3.2381 1.3718 -0.9070  C2 1.101
7 H 2.7775 -0.0250 -1.9170  C2 1.086
8 H 1.5337 1.0261 -0.9487  C2 1.128
9 N -1.4755 0.3691 0.0081  C10 1.315, H12 1.011, H13 1.003
10 C -2.4369 -0.1341 0.7516  N9 1.315, N11 1.300, H14 1.089
11 N -3.5882 -0.5652 0.3285  C10 1.300, H15 1.012, H16 1.015
12 H -1.5810 0.5319 -0.9845  N9 1.011
13 H -0.5887 0.5529 0.4380  N9 1.003
14 H -2.3459 -0.0326 1.8315  C10 1.089
15 H -4.1370 -1.0615 1.0195  N11 1.012
16 H -4.0028 -0.4300 -0.5880  N11 1.015

Charges computed using Löwdin, reported in e: 0.081 0.065 0.165 0.118 0.155 0.131 0.116 0.167 0.185 -0.157 0.224 0.148 0.105 0.177 0.155 0.163

***

Which is most stable? The ranking, best first, is run A, run B.